The following is a quantum chemistry calculation of C4H6N2 in the gas phase, from OMol25.

```
! RIJCOSX wB97M-V def2-TZVPD def2/J DEFGRID3
* xyz 0 1
C 1.022 0.545 -1.515
C 0.177 0.152 -0.335
C -1.005 -0.503 -0.442
N -1.251 -0.718 1.326
C -0.232 0.008 1.776
N 0.628 0.482 0.906
H 0.610 0.250 -2.486
H 2.006 0.084 -1.396
H 1.139 1.632 -1.512
H -1.108 -1.240 -1.274
H -1.901 -0.946 2.119
H -0.085 0.256 2.833
*
```

The value obtained for the HOMO energy is -9.0 eV. As for the SMILES: Cc1c[nH]cn1. The calculation puts the orbital gap at 10.03 eV. The energy relative to the best compared isomer or geometry (same formula, charge and spin) comes out at 52.5 kcal per mole.

The following is a quantum chemistry calculation of C23H14BrIN2O7S6Ta as an isolated structure, from OMol25.

```
! RIJCOSX wB97M-V def2-TZVPD def2/J DEFGRID3
* xyz -1 1
Ta 1.555 -0.003 1.845
O 1.873 1.653 -3.573
C 2.445 0.437 -3.526
C 2.971 -0.077 -4.711
C 3.563 -1.324 -4.727
C 3.644 -2.090 -3.567
C 3.123 -1.589 -2.392
C 2.523 -0.329 -2.351
C 1.951 0.150 -1.089
O 1.993 -0.638 -0.050
N 1.392 1.320 -1.025
N 0.877 1.498 0.243
C 0.069 2.483 0.393
C -0.711 2.699 1.585
C -1.398 3.905 1.768
C -2.218 4.088 2.858
C -2.387 3.043 3.773
C -1.743 1.836 3.601
C -0.890 1.655 2.510
O -0.281 0.491 2.330
H 1.586 1.888 -2.660
H 2.899 0.529 -5.605
H 3.967 -1.706 -5.657
H 4.107 -3.068 -3.585
H 3.164 -2.161 -1.475
H -0.072 3.149 -0.456
H -1.265 4.697 1.040
H -2.732 5.028 3.004
H -3.032 3.182 4.631
H -1.861 1.019 4.299
S -0.839 -5.534 6.268
C -0.188 -4.367 5.305
S 0.465 -2.882 5.905
C 0.931 -2.190 4.373
C 0.655 -2.940 3.291
S 1.106 -2.438 1.685
S -0.108 -4.480 3.583
S 1.731 -0.657 4.307
Br -1.155 0.357 -3.360
C -2.767 -0.582 -3.045
C -3.780 -0.454 -3.988
C -4.978 -1.124 -3.816
C -5.167 -1.926 -2.701
C -4.158 -2.055 -1.763
C -2.947 -1.386 -1.920
I -1.476 -1.648 -0.459
H -3.616 0.173 -4.854
H -5.762 -1.018 -4.556
H -6.101 -2.454 -2.559
H -4.303 -2.680 -0.892
O 4.358 1.917 3.552
S 3.562 1.799 2.376
O 3.847 2.677 1.279
O 3.532 0.308 1.859
O 2.049 1.817 2.699
*
```

The value obtained for the HOMO energy is -5.0 eV. The calculation puts the orbital gap at 6.41 eV. The energy relative to the best compared isomer or geometry (same formula, charge and spin) comes out at 8.8 kcal per mole.

The following is a quantum chemistry calculation of a 2-piece molecular cluster, C4H10O3 overall, from OMol25.

```
! RIJCOSX wB97M-V def2-TZVPD def2/J DEFGRID3
* xyz 0 1
O -0.124 1.504 0.183
O -1.746 0.996 1.665
C -0.640 1.859 1.438
C 0.417 0.186 0.087
C -1.354 -0.429 1.679
C -0.728 -0.772 0.324
H 0.112 1.928 2.247
H -1.022 2.881 1.247
H 0.848 0.090 -0.929
H 1.209 -0.075 0.814
H -0.756 -0.663 2.581
H -2.300 -1.000 1.746
H -1.608 -0.660 -0.338
H -0.416 -1.833 0.292
O 2.326 -1.212 -4.294
H 2.650 -2.140 -4.330
H 3.133 -0.662 -4.413
*
```

The value obtained for the HOMO energy is -9.7 eV. As for the SMILES: C1COCOC1.O. The calculation puts the orbital gap at 10.52 eV. The energy relative to the best compared isomer or geometry (same formula, charge and spin) comes out at 41.5 kcal per mole.

The following is a quantum chemistry calculation of C34H52F6N9O6PS2Si4W as an isolated structure, from OMol25.

```
! RIJCOSX wB97M-V def2-TZVPD def2/J DEFGRID3
* xyz 2 3
W 0.048 -0.574 0.679
N 1.454 0.982 3.291
P 2.201 -0.124 2.238
C 3.044 -1.206 3.423
C 2.537 -2.453 3.774
C 3.135 -3.189 4.786
C 4.235 -2.681 5.460
C 4.741 -1.431 5.122
C 4.154 -0.696 4.107
C 3.563 0.836 1.536
C 3.524 2.229 1.521
C 4.597 2.945 1.010
C 5.704 2.273 0.510
C 5.742 0.885 0.519
C 4.675 0.163 1.032
C 0.136 1.340 3.253
C -0.385 2.093 4.317
C -1.712 2.426 4.325
C -2.506 2.029 3.247
C -1.933 1.318 2.232
N -0.621 0.933 2.214
H 1.964 1.275 4.115
H 1.703 -2.877 3.235
H 2.747 -4.167 5.038
H 4.704 -3.259 6.243
H 5.600 -1.033 5.644
H 4.572 0.268 3.845
H 2.668 2.758 1.924
H 4.575 4.027 1.017
H 6.546 2.833 0.126
H 6.612 0.363 0.144
H 4.725 -0.920 1.067
H 0.275 2.384 5.123
H -2.130 2.992 5.146
H -3.552 2.289 3.189
H -2.521 1.050 1.371
F -1.725 -4.453 0.313
C -1.689 -4.327 -1.027
F -2.706 -3.551 -1.397
F -1.798 -5.514 -1.579
S -0.097 -3.529 -1.497
O -0.128 -2.310 -0.670
O -0.143 -3.288 -2.895
N 0.978 -4.561 -1.092
S 1.755 -4.684 0.272
O 3.137 -4.379 0.133
O 1.040 -4.059 1.375
C 1.621 -6.489 0.616
F 2.086 -7.198 -0.390
F 0.341 -6.795 0.827
F 2.315 -6.742 1.718
N -0.785 -1.927 2.278
N -2.188 -2.105 2.235
C -2.801 -1.495 1.160
N -4.133 -1.556 1.122
N -2.024 -0.860 0.322
N -2.532 -0.006 -0.674
O -1.470 2.565 -0.648
O -3.693 -0.525 -1.233
H -0.284 -2.806 2.078
H -0.545 -1.624 3.220
H -2.500 -3.039 2.468
H -4.643 -2.030 1.847
H -4.591 -1.247 0.275
C 3.793 0.354 -2.537
C 3.522 -0.939 -2.115
C 2.475 -1.156 -1.245
N 1.680 -0.169 -0.791
C 1.985 1.088 -1.172
C 3.014 1.385 -2.040
H 4.600 0.553 -3.229
H 4.107 -1.785 -2.447
H 2.276 -2.152 -0.893
H 1.358 1.874 -0.770
H 3.189 2.415 -2.319
C -5.478 -2.104 -2.597
Si -4.166 -0.817 -2.853
C -4.958 0.733 -3.495
C -2.700 -1.460 -3.804
Si -1.141 1.039 -1.102
Si -0.328 1.480 -3.310
C 0.574 0.051 -4.128
C -1.695 2.076 -4.444
C 0.744 3.022 -3.115
Si -2.070 4.036 -0.136
C -2.126 5.234 -1.553
C -3.814 3.751 0.467
C -0.887 4.666 1.166
H -5.813 -2.473 -3.569
H -6.353 -1.685 -2.096
H -5.124 -2.964 -2.027
H -5.538 0.511 -4.394
H -4.261 1.529 -3.743
H -5.654 1.111 -2.743
H -2.767 -2.544 -3.915
H -1.758 -1.254 -3.287
H -2.638 -1.034 -4.804
H -0.073 -0.402 -4.881
H 0.879 -0.747 -3.452
H 1.464 0.420 -4.642
H -2.322 1.284 -4.844
H -1.189 2.553 -5.290
H -2.327 2.834 -3.983
H 1.286 3.166 -2.177
H 0.090 3.884 -3.242
H 1.469 3.047 -3.934
H -2.681 4.834 -2.405
H -1.136 5.536 -1.894
H -2.647 6.139 -1.229
H -4.496 3.768 -0.387
H -4.132 4.544 1.147
H -3.954 2.794 0.971
H -0.026 5.134 0.683
H -0.517 3.870 1.814
H -1.353 5.423 1.800
*
```

The expectation value of S² is 2.020. The value obtained for the HOMO energy (spin up / spin down) is -12.9 / -13.1 eV. The calculation puts the orbital gap (spin up / spin down) at 7.91 / 6.91 eV. The energy relative to the best compared isomer or geometry (same formula, charge and spin) comes out at 0.0 kcal per mole.

The following is a quantum chemistry calculation of a 2-piece molecular cluster, C2H2IN overall, from OMol25.

```
! RIJCOSX wB97M-V def2-TZVPD def2/J DEFGRID3
* xyz 0 1
C 0.974 -0.882 0.237
C 0.365 0.176 -0.349
N 1.518 -1.786 0.759
I -3.251 1.400 0.562
H 1.041 0.562 -1.060
H -0.647 0.530 -0.149
*
```

The value obtained for the HOMO energy (spin up / spin down) is -8.3 / -8.3 eV. The calculation puts the orbital gap (spin up / spin down) at 3.37 / 3.34 eV. The energy relative to the best compared isomer or geometry (same formula, charge and spin) comes out at 87.3 kcal per mole.

The following is a quantum chemistry calculation of a 3-piece molecular cluster, C3H13N2O2S overall, from OMol25.

```
! RIJCOSX wB97M-V def2-TZVPD def2/J DEFGRID3
* xyz -1 1
C -0.385 0.545 -1.606
C -0.976 -0.823 -1.400
S -2.798 -0.387 -1.584
N 0.947 0.687 -0.866
C 0.968 1.854 0.087
N 0.480 1.611 1.393
H -0.924 1.311 -1.063
H -0.260 0.862 -2.634
H -0.765 -1.704 -2.034
H -0.671 -1.081 -0.379
H 1.657 0.815 -1.580
H 2.012 2.231 0.083
H 0.365 2.685 -0.307
H 0.870 0.848 1.960
H -0.524 1.525 1.437
H 0.784 -2.780 0.470
H 1.251 -1.361 0.510
O 1.308 -2.184 1.024
H -1.502 -0.923 1.907
H -0.468 -2.002 2.165
O -1.366 -1.730 2.417
*
```

The value obtained for the HOMO energy is -2.6 eV. The calculation puts the orbital gap at 6.10 eV. The energy relative to the best compared isomer or geometry (same formula, charge and spin) comes out at 38.7 kcal per mole.

The following is a quantum chemistry calculation of a 3-piece molecular cluster, C2H9O2S overall, from OMol25.

```
! RIJCOSX wB97M-V def2-TZVPD def2/J DEFGRID3
* xyz -1 1
C -0.700 -0.981 -1.616
C -0.705 0.391 -0.987
S -0.734 0.384 0.856
H -1.709 -1.389 -1.741
H -0.219 -0.936 -2.594
H -0.211 -1.804 -1.088
H 0.162 1.003 -1.194
H -1.488 0.989 -1.460
H 0.320 2.914 2.763
H 0.506 1.862 1.660
O 0.883 2.731 1.989
H 1.135 -2.203 0.559
H 1.144 -1.064 1.519
O 1.616 -1.898 1.335
*
```

The value obtained for the HOMO energy is -3.2 eV. The calculation puts the orbital gap at 7.31 eV. The energy relative to the best compared isomer or geometry (same formula, charge and spin) comes out at 7.2 kcal per mole.

The following is a quantum chemistry calculation of C5H8Cl2N2O3Pt as an isolated structure, from OMol25.

```
! RIJCOSX wB97M-V def2-TZVPD def2/J DEFGRID3
* xyz 0 1
Pt 0.357 -0.713 0.290
N 1.539 1.229 1.174
C 1.882 2.023 -0.011
C 0.862 1.832 -1.132
O 0.541 2.724 -1.886
N 0.440 0.529 -1.237
C -0.684 0.007 -1.705
C -3.060 1.579 0.304
O -3.723 1.714 -0.638
O -2.422 1.457 1.262
H 0.828 1.692 1.726
H 2.342 1.063 1.766
H 2.841 1.679 -0.402
H 1.961 3.091 0.192
H -0.657 -0.952 -2.203
H -1.588 0.606 -1.782
Cl -1.505 -3.965 -0.320
C -0.219 -4.046 0.868
Cl 0.022 -2.496 1.746
H 0.714 -4.271 0.368
H -0.473 -4.784 1.621
*
```

The value obtained for the HOMO energy (spin up / spin down) is -7.5 / -7.5 eV. The calculation puts the orbital gap (spin up / spin down) at 7.53 / 7.53 eV. The energy relative to the best compared isomer or geometry (same formula, charge and spin) comes out at 20.1 kcal per mole.